Record 1
This record from the OMol25 dataset describes a structure of composition C41H49Cl5InN11O4S2Si2Te. The level of theory is ωB97M-V/def2-TZVPD.

CARTESIAN COORDINATES (ANGSTROEM)
1 In -0.663 -0.894 0.544
2 C 0.249 -2.192 6.086
3 N -0.042 -2.324 4.652
4 C -0.268 -1.360 3.771
5 N -0.240 -1.872 2.548
6 C -0.023 -3.208 2.760
7 N 0.116 -3.508 4.025
8 C 1.688 -1.752 6.261
9 C 2.646 -2.562 6.853
10 C 3.976 -2.154 6.887
11 C 4.370 -0.965 6.295
12 C 3.408 -0.150 5.705
13 C 2.074 -0.534 5.723
14 C 3.769 1.075 4.991
15 N 4.927 1.523 4.655
16 N 4.705 2.664 3.892
17 C 3.429 2.817 3.827
18 O 2.765 1.847 4.496
19 C 2.663 3.822 3.091
20 C 3.318 4.871 2.449
21 C 2.577 5.796 1.734
22 C 1.195 5.674 1.643
23 C 0.540 4.634 2.288
24 C -0.964 4.500 2.204
25 N -1.356 3.094 2.061
26 C -0.884 2.211 1.193
27 N -1.374 1.013 1.484
28 C -2.180 1.239 2.566
29 N -2.173 2.488 2.954
30 C 1.280 3.712 3.016
31 H 0.071 -3.167 6.528
32 H -0.440 -1.465 6.511
33 H -0.460 -0.330 4.023
34 H 0.038 -3.938 1.970
35 H 2.361 -3.515 7.283
36 H 4.714 -2.784 7.366
37 H 5.408 -0.661 6.283
38 H 1.338 0.135 5.293
39 H 4.395 4.950 2.530
40 H 3.076 6.620 1.242
41 H 0.627 6.402 1.076
42 H -1.354 5.069 1.363
43 H -1.447 4.854 3.111
44 H -0.213 2.437 0.380
45 H -2.771 0.467 3.034
46 H 0.786 2.899 3.537
47 Cl -5.420 -5.735 -2.076
48 C -4.570 -4.557 -1.164
49 C -3.217 -4.342 -1.381
50 Cl -2.367 -5.251 -2.571
51 C -2.540 -3.385 -0.633
52 Cl -0.819 -3.176 -0.853
53 C -3.176 -2.575 0.318
54 O -2.571 -1.628 0.990
55 C -4.543 -2.835 0.536
56 Cl -5.334 -1.897 1.744
57 C -5.227 -3.804 -0.183
58 Cl -6.891 -4.073 0.119
59 C -1.845 0.898 -6.899
60 Si -0.538 -0.277 -6.227
61 C -0.527 -1.823 -7.246
62 C 1.112 0.586 -6.066
63 C -0.960 -0.689 -4.398
64 Te -1.572 1.160 -3.616
65 C -3.595 0.647 -3.393
66 Si -4.641 2.051 -2.578
67 C -6.375 1.826 -3.188
68 C -3.883 3.664 -3.161
69 C -4.442 1.852 -0.740
70 H -1.527 1.281 -7.871
71 H -2.034 1.778 -6.275
72 H -2.798 0.384 -7.049
73 H -0.228 -1.594 -8.273
74 H -1.525 -2.266 -7.285
75 H 0.164 -2.575 -6.857
76 H 1.506 0.895 -7.037
77 H 1.850 -0.076 -5.605
78 H 1.028 1.486 -5.449
79 H -0.085 -1.053 -3.858
80 H -1.788 -1.382 -4.252
81 H -3.563 -0.258 -2.781
82 H -3.953 0.405 -4.399
83 H -6.442 1.940 -4.273
84 H -7.045 2.563 -2.735
85 H -6.757 0.835 -2.930
86 H -3.793 3.705 -4.250
87 H -2.890 3.821 -2.730
88 H -4.498 4.515 -2.859
89 H -4.943 0.944 -0.390
90 H -4.874 2.697 -0.198
91 H -3.385 1.769 -0.472
92 O -1.154 1.039 -1.722
93 O -1.132 -0.385 -1.439
94 S 2.268 -2.965 0.482
95 C 3.305 -3.323 -0.761
96 N 4.175 -4.327 -0.767
97 C 4.899 -4.620 -2.000
98 C 4.911 -3.319 -2.797
99 S 3.419 -2.416 -2.258
100 H 4.187 -4.967 0.013
101 H 4.394 -5.414 -2.551
102 H 5.910 -4.947 -1.769
103 H 4.859 -3.491 -3.868
104 H 5.779 -2.706 -2.568
105 C 1.901 0.890 -1.765
106 C 2.202 0.643 -0.329
107 N 1.391 0.181 0.610
108 C 2.129 0.139 1.788
109 C 3.382 0.584 1.554
110 N 3.410 0.894 0.213
111 H 1.285 1.781 -1.881
112 H 1.354 0.039 -2.174
113 H 2.824 1.026 -2.325
114 H 1.715 -0.229 2.708
115 H 4.243 0.696 2.195
116 H 4.204 1.264 -0.282

As for the total energy: -180387.19196 eV. The value obtained for the energy above the lowest of the compared OMol25 structures with the same formula, charge and spin is 13.7 kcal/mol. Its total charge is +2. The HOMO energy comes out at -12.04 eV. Its lowest unoccupied orbital energy is -0.1818 Eh. The largest force on an atom comes out at 0.60 eV/A.

Results of the Löwdin charge analysis, in e, for atoms 1 through 6:
1. In 0.64
2. C -0.04
3. N -0.08
4. C -0.13
5. N 0.03
6. C -0.20

***

Record 2
This record from the OMol25 dataset describes a structure of composition C41H49CoN5O5SSi in a non-equilibrium geometry. The level of theory is ωB97M-V/def2-TZVPD.

CARTESIAN COORDINATES (ANGSTROEM)
1 Co -0.001 0.177 0.021
2 C 7.145 -0.630 -0.381
3 O 7.007 0.550 0.405
4 C 6.273 1.560 -0.180
5 C 6.905 2.555 -0.904
6 C 6.184 3.633 -1.392
7 C 4.828 3.730 -1.126
8 C 4.193 2.747 -0.387
9 C 4.898 1.636 0.067
10 N 4.299 0.662 0.872
11 C 2.944 0.310 0.921
12 N 2.529 0.194 2.200
13 C 1.238 0.020 2.740
14 C 0.064 -0.022 1.991
15 C -1.125 -0.162 2.713
16 C -1.156 -0.241 4.098
17 C 0.022 -0.168 4.825
18 C 1.214 -0.037 4.143
19 O 2.427 0.119 4.798
20 C 2.774 -0.894 5.726
21 N 2.158 0.117 -0.093
22 C 2.679 0.029 -1.398
23 C 2.337 0.965 -2.372
24 C 2.880 0.897 -3.642
25 C 3.753 -0.128 -3.976
26 C 4.052 -1.103 -3.038
27 C 3.525 -1.027 -1.758
28 O 3.883 -2.003 -0.854
29 C 2.811 -2.830 -0.397
30 H 7.702 -1.337 0.231
31 H 7.709 -0.430 -1.297
32 H 6.179 -1.061 -0.643
33 H 7.973 2.487 -1.071
34 H 6.684 4.406 -1.961
35 H 4.260 4.582 -1.476
36 H 3.144 2.837 -0.136
37 H 4.942 0.142 1.449
38 H 3.207 0.419 2.911
39 H -2.065 -0.194 2.173
40 H -2.105 -0.344 4.611
41 H 0.015 -0.191 5.908
42 H 3.659 -0.541 6.251
43 H 3.005 -1.833 5.213
44 H 1.977 -1.075 6.449
45 H 1.641 1.750 -2.106
46 H 2.625 1.652 -4.375
47 H 4.186 -0.178 -4.967
48 H 4.693 -1.943 -3.277
49 H 3.279 -3.674 0.107
50 H 2.220 -3.185 -1.246
51 H 2.141 -2.307 0.287
52 C -5.087 1.679 -4.185
53 Si -4.624 0.119 -3.221
54 C -5.574 0.134 -1.597
55 C -5.229 -1.348 -4.262
56 C -2.741 -0.062 -3.132
57 C -2.085 -0.443 -4.295
58 C -0.732 -0.768 -4.292
59 C -0.051 -0.680 -3.097
60 N -0.618 -0.226 -1.979
61 C -1.939 0.071 -1.969
62 S -2.492 0.569 -0.422
63 H -6.167 1.702 -4.348
64 H -4.602 1.709 -5.163
65 H -4.811 2.584 -3.641
66 H -6.648 0.098 -1.802
67 H -5.358 1.043 -1.038
68 H -5.315 -0.709 -0.958
69 H -6.317 -1.315 -4.358
70 H -4.961 -2.310 -3.822
71 H -4.816 -1.317 -5.272
72 H -2.653 -0.526 -5.215
73 H -0.222 -1.097 -5.187
74 H 0.984 -0.987 -3.028
75 C 0.632 3.477 1.852
76 C 0.231 3.270 0.417
77 O 0.292 2.165 -0.096
78 C -0.193 4.416 -0.394
79 C -0.764 4.185 -1.650
80 C -1.130 5.240 -2.462
81 C -0.923 6.549 -2.042
82 C -0.360 6.790 -0.796
83 C 0.000 5.737 0.025
84 H 0.637 2.516 2.359
85 H -0.067 4.143 2.357
86 H 1.632 3.914 1.903
87 H -0.930 3.161 -1.961
88 H -1.584 5.048 -3.425
89 H -1.188 7.378 -2.685
90 H -0.205 7.807 -0.459
91 H 0.447 5.945 0.987
92 C -2.703 -4.672 0.386
93 N -1.399 -4.048 0.205
94 C -0.211 -4.867 0.035
95 C -1.290 -2.713 0.174
96 O -0.235 -2.114 0.031
97 H -2.591 -5.751 0.355
98 H -3.396 -4.379 -0.404
99 H -3.135 -4.400 1.351
100 H -0.403 -5.871 0.403
101 H 0.617 -4.434 0.596
102 H 0.081 -4.928 -1.016
103 H -2.252 -2.190 0.287

Its expectation value of S² is 0.78. As for the spin multiplicity: 2. As for the total energy: -117341.15104 eV. The value obtained for the energy above the lowest of the compared OMol25 structures with the same formula, charge and spin is 0.0 kcal/mol. Its total charge is 0. The HOMO energy (spin up / spin down) comes out at -6.93 / -6.89 eV. Its lowest unoccupied orbital energy (spin up / spin down) is 0.0046 / 0.0045 Eh. The largest force on an atom comes out at 2.03 eV/A.

Results of the Löwdin charge analysis, in e, for atoms 1 through 6:
1. Co 0.37
2. C -0.06
3. O -0.11
4. C -0.24
5. C -0.01
6. C -0.09

***

Record 3
This record from the OMol25 dataset describes a cluster of 11 separate species, C41H49F3N8O9 in total in a non-equilibrium geometry. The level of theory is ωB97M-V/def2-TZVPD.

CARTESIAN COORDINATES (ANGSTROEM)
1 O -2.023 -7.425 2.100
2 C -2.421 -6.443 1.493
3 O -3.670 -6.184 1.149
4 C -3.736 -5.086 0.348
5 C -2.327 -4.469 0.370
6 F -2.176 -3.464 1.223
7 O -1.637 -5.542 0.977
8 H -4.034 -5.392 -0.655
9 H -4.564 -4.460 0.681
10 H -2.222 -4.009 -0.613
11 O 3.317 -0.184 3.061
12 C 3.569 -1.041 2.182
13 O 3.515 -2.400 2.351
14 C 4.228 -3.129 1.338
15 C 4.006 -2.093 0.274
16 F 2.815 -2.296 -0.311
17 O 3.872 -0.870 0.919
18 H 5.254 -3.422 1.561
19 H 3.663 -4.016 1.051
20 H 4.826 -1.964 -0.432
21 O -5.540 1.933 4.241
22 C -4.971 1.047 3.542
23 O -3.627 1.023 3.248
24 C -3.230 0.048 2.190
25 C -4.401 -0.922 2.511
26 F -4.012 -1.976 3.308
27 O -5.446 -0.062 3.035
28 H -3.282 0.303 1.132
29 H -2.206 -0.322 2.136
30 H -4.670 -1.323 1.534
31 C 1.012 3.349 2.721
32 C 1.322 3.432 4.047
33 C 0.196 3.118 4.768
34 N -0.818 2.913 3.844
35 C -0.365 3.071 2.532
36 H 1.725 3.536 1.932
37 H 2.280 3.688 4.476
38 H 0.068 2.929 5.823
39 H -1.719 2.595 4.170
40 H -1.054 2.909 1.716
41 C -4.486 -0.552 -1.307
42 C -5.146 -1.842 -1.398
43 C -6.358 -1.629 -0.706
44 N -6.481 -0.324 -0.323
45 C -5.280 0.353 -0.603
46 H -3.560 -0.394 -1.840
47 H -4.980 -2.726 -1.997
48 H -7.185 -2.293 -0.499
49 H -7.319 0.110 0.037
50 H -5.122 1.324 -0.157
51 C -2.054 4.965 -1.216
52 C -0.982 5.815 -1.482
53 C -0.811 6.069 -2.851
54 N -1.780 5.499 -3.444
55 C -2.502 4.798 -2.511
56 H -2.373 4.681 -0.224
57 H -0.212 6.165 -0.811
58 H -0.136 6.768 -3.324
59 H -1.968 5.442 -4.435
60 H -3.358 4.174 -2.723
61 C 4.630 4.394 -1.822
62 C 4.641 5.446 -2.742
63 C 3.339 5.384 -3.349
64 N 2.570 4.538 -2.636
65 C 3.390 3.772 -1.795
66 H 5.496 4.331 -1.181
67 H 5.378 6.228 -2.854
68 H 2.841 6.101 -3.985
69 H 1.565 4.628 -2.582
70 H 2.967 3.202 -0.981
71 C 0.510 -4.801 -1.819
72 C 0.752 -3.653 -2.556
73 C 1.200 -3.945 -3.802
74 N 0.906 -5.294 -4.017
75 C 0.550 -5.805 -2.781
76 H 0.258 -4.762 -0.770
77 H 0.646 -2.641 -2.195
78 H 1.528 -3.313 -4.613
79 H 0.876 -5.910 -4.816
80 H 0.333 -6.860 -2.712
81 C 0.196 -1.776 3.241
82 C 0.749 -2.262 4.422
83 C 0.992 -1.189 5.314
84 N 0.804 -0.031 4.629
85 C 0.213 -0.364 3.460
86 H 0.121 -2.315 2.309
87 H 1.096 -3.269 4.600
88 H 1.469 -1.201 6.283
89 H 0.959 0.877 5.044
90 H 0.052 0.400 2.714
91 C 4.228 -0.880 -3.534
92 C 4.048 0.444 -3.707
93 C 4.962 1.147 -3.083
94 N 5.860 0.193 -2.569
95 C 5.362 -1.060 -2.758
96 H 3.594 -1.674 -3.899
97 H 3.277 0.915 -4.298
98 H 4.974 2.227 -3.073
99 H 6.665 0.484 -2.032
100 H 5.891 -1.873 -2.284
101 C 0.051 1.806 -0.988
102 C -1.058 1.005 -0.573
103 C -0.533 -0.255 -0.282
104 N 0.818 -0.275 -0.474
105 C 1.149 0.923 -1.065
106 H -0.106 2.812 -1.349
107 H -2.088 1.322 -0.501
108 H -1.057 -1.103 0.135
109 H 1.443 -1.041 -0.266
110 H 2.074 1.169 -1.564

As for the total energy: -81805.17274 eV. The value obtained for the energy above the lowest of the compared OMol25 structures with the same formula, charge and spin is 120.4 kcal/mol. Its total charge is 0. The HOMO energy comes out at -7.32 eV. Its lowest unoccupied orbital energy is 0.0132 Eh. The largest force on an atom comes out at 5.69 eV/A.

Results of the Löwdin charge analysis, in e, for atoms 1 through 6:
1. O 0.15
2. C -0.57
3. O 0.10
4. C -0.10
5. C -0.30
6. F 0.08

***

Record 4
This record from the OMol25 dataset describes a structure of composition C41H50GaN5O14PS in a non-equilibrium geometry. The level of theory is ωB97M-V/def2-TZVPD.

CARTESIAN COORDINATES (ANGSTROEM)
1 C 4.700 0.233 0.000
2 C 4.453 1.036 -1.368
3 O 3.270 0.427 -2.000
4 C 2.172 1.359 -1.655
5 Ga 0.317 0.543 -2.048
6 C -1.047 1.037 -0.593
7 C -1.015 2.614 -0.177
8 C -1.965 2.718 1.139
9 C -1.988 4.176 1.795
10 O -1.061 4.364 2.899
11 C 0.265 4.027 2.541
12 O 0.845 3.169 3.256
13 C 0.575 -1.536 -1.903
14 S -1.000 -2.323 -1.290
15 C -0.777 -3.022 0.411
16 C -1.101 -2.002 1.610
17 P -0.313 1.218 -4.229
18 O 0.645 2.383 -4.693
19 H 4.040 -0.698 -0.002
20 H 4.394 0.909 0.887
21 H 5.782 -0.127 0.068
22 H 5.331 1.023 -2.096
23 H 4.221 2.143 -1.146
24 H 2.329 2.276 -2.318
25 H 2.201 1.592 -0.530
26 H -2.111 0.720 -0.847
27 H -0.708 0.487 0.365
28 H -1.364 3.299 -1.015
29 H 0.085 2.829 0.100
30 H -3.034 2.501 0.757
31 H -1.737 1.872 1.884
32 H -1.899 4.959 0.965
33 H -3.042 4.316 2.242
34 H 0.855 4.463 1.671
35 H 0.963 -1.984 -2.882
36 H 1.387 -1.657 -1.089
37 H -1.465 -3.936 0.571
38 H 0.297 -3.417 0.543
39 H -1.885 -1.225 1.273
40 H -1.446 -2.496 2.575
41 H -0.143 -1.382 1.788
42 H -1.706 1.637 -4.242
43 H -0.089 0.149 -5.179
44 C -7.054 -3.989 3.869
45 C -6.848 -3.982 2.492
46 C -5.591 -4.271 1.975
47 C -4.546 -4.571 2.846
48 C -4.742 -4.571 4.225
49 C -6.003 -4.278 4.734
50 N -3.228 -4.901 2.302
51 O -3.090 -4.873 1.087
52 O -2.341 -5.190 3.091
53 H -8.039 -3.768 4.269
54 H -7.669 -3.755 1.823
55 H -5.444 -4.263 0.902
56 H -3.932 -4.799 4.909
57 H -6.167 -4.279 5.806
58 C 7.642 6.487 1.395
59 C 6.575 6.978 0.648
60 C 5.469 6.172 0.401
61 C 5.440 4.876 0.910
62 C 6.508 4.376 1.652
63 C 7.611 5.187 1.892
64 N 4.267 4.033 0.674
65 O 3.357 4.498 0.003
66 O 4.263 2.914 1.163
67 H 8.501 7.120 1.591
68 H 6.605 7.991 0.262
69 H 4.644 6.566 -0.182
70 H 6.494 3.366 2.047
71 H 8.447 4.808 2.471
72 C -5.903 -6.876 -3.742
73 C -5.493 -6.466 -2.477
74 C -6.344 -5.708 -1.681
75 C -7.608 -5.370 -2.161
76 C -8.022 -5.772 -3.429
77 C -7.163 -6.527 -4.219
78 N -8.519 -4.593 -1.317
79 O -8.117 -4.241 -0.216
80 O -9.630 -4.344 -1.757
81 H -5.237 -7.472 -4.359
82 H -4.509 -6.739 -2.111
83 H -6.013 -5.395 -0.699
84 H -9.002 -5.509 -3.811
85 H -7.476 -6.847 -5.207
86 C 2.289 1.281 6.029
87 C 0.931 1.215 5.732
88 C 0.075 0.483 6.548
89 C 0.591 -0.177 7.663
90 C 1.951 -0.120 7.961
91 C 2.799 0.612 7.138
92 N -0.310 -0.928 8.539
93 O -1.493 -0.972 8.238
94 O 0.172 -1.467 9.526
95 H 2.953 1.859 5.392
96 H 0.540 1.738 4.865
97 H -0.980 0.439 6.306
98 H 2.360 -0.634 8.823
99 H 3.859 0.665 7.362
100 C 2.129 2.233 -7.194
101 C 2.351 2.225 -8.570
102 C 3.612 1.920 -9.071
103 C 4.645 1.619 -8.184
104 C 4.431 1.632 -6.806
105 C 3.167 1.941 -6.314
106 N 5.967 1.273 -8.708
107 O 6.124 1.290 -9.922
108 O 6.842 0.982 -7.905
109 H 1.142 2.466 -6.806
110 H 1.539 2.455 -9.251
111 H 3.772 1.918 -10.143
112 H 5.230 1.403 -6.110
113 H 2.988 1.951 -5.244

As for the total energy: -151927.63729 eV. Its total charge is -1. The HOMO energy comes out at -4.42 eV. Its lowest unoccupied orbital energy is 0.0199 Eh. The largest force on an atom comes out at 4.52 eV/A.

Results of the Löwdin charge analysis, in e, for atoms 1 through 6:
1. C -0.09
2. C -0.27
3. O -0.28
4. C -0.27
5. Ga 0.32
6. C -0.30